Entry from the OMol25 dataset: an isolated molecule of C3H5N3 (ωB97M-V/def2-TZVPD).

```
11
C3H5N3 ωB97M-V/def2-TZVPD
C -1.62269 -0.43977 -0.01371
C -0.16758 -0.09345 0.00034
C 0.49552 1.09117 -0.37006
N 1.79976 0.94413 -0.15806
N 1.88334 -0.28361 0.31124
N 0.75285 -0.95387 0.43367
H -1.89501 -0.93947 0.91964
H -2.23979 0.45675 -0.11529
H -1.86892 -1.11635 -0.83846
H 0.09753 2.01781 -0.76113
H 2.76500 -0.68332 0.59182
```

Computed properties:
E_LUMO ... 1.2 eV
Structure (SMILES) ... Cc1cn[nH]n1
Energy above the lowest of the compared OMol25 structures with the same formula, charge and spin ... 74.21 kJ/mol
Frontier orbital gap ... 10.96 eV